This record from OMol25 describes an isolated molecule of C10H14N2O. The level of theory is the ωB97M-V functional and the def2-TZVPD basis.

```
27
C10H14N2O | OMol25 | the ωB97M-V functional and the def2-TZVPD basis
C 0.9722 -1.3390 -1.0979
C 2.7950 -0.5522 0.4784
C 1.3956 -0.0291 1.2421
C 1.0735 1.1978 0.5073
C 1.6095 0.9960 -0.9647
C -1.4067 1.0964 0.0349
C -1.6030 0.0965 1.1569
C -2.8852 -0.5529 1.0563
C -3.5119 -0.6390 -0.1401
C -2.0252 0.9093 -1.0696
H 1.1650 -2.3566 -0.6210
H 0.1459 -0.7821 -0.5626
H 0.8636 -1.7618 -2.3079
H 3.5461 0.4506 0.5600
H 3.2715 -1.6553 0.3591
H 0.5214 -0.8505 1.0621
H 1.6588 0.1965 2.4713
H 1.6758 2.0934 1.0928
H 2.3988 1.5382 -1.5554
H 0.7856 0.8802 -1.6029
H -1.1946 0.2543 2.1477
H -3.3871 -1.3460 1.8066
H -4.5809 -1.2634 -0.2485
H -1.9814 1.7436 -1.8981
N 2.1291 -0.4029 -0.9025
N -3.1844 0.1340 -1.1135
O -0.2470 1.9440 0.1093
```

Results
Highest occupied orbital energy (eV): -8.4
Relative energy (zero: lowest compared OMol25 entry of this formula, charge and spin) (kcal per mole): 196.4
Gap between HOMO and LUMO (eV): 8.57
Largest force on an atom (eV/Å): 9.5

natural (NBO) population analysis, charges in e, atoms 1 to 2:
1 C -0.464
2 C -0.238